[1]
Here is 2 unconnected molecules or ions with the total composition C22H22FN2 from OMol25. Energies are from ωB97M-V/def2-TZVPD.

```
47
Properties=species:S:1:pos:R:3:forces:R:3:lowdin_charge:R:1
F 2.4514 0.1474 4.4958 -1.165 0.264 -0.805 0.056
C 1.2630 0.3914 3.8471 0.731 -0.309 0.574 -0.218
C 0.0837 0.0722 4.5178 -0.251 0.045 -0.740 0.044
C -1.1313 0.2841 3.8449 0.250 -0.133 0.023 -0.037
C -1.1471 0.8826 2.5970 0.346 0.594 -0.345 -0.003
C 0.0615 1.2911 1.9540 0.031 -1.102 1.178 -0.175
C -0.0287 2.1331 0.8092 -0.179 0.730 -0.576 0.091
C 0.9306 2.3819 -0.1996 0.428 -0.309 -0.826 -0.188
C 0.7207 3.4506 -1.1353 0.209 0.166 0.899 0.021
C 1.8148 4.0693 -1.7215 0.111 -0.195 0.014 -0.040
C 3.0975 3.5101 -1.5601 -0.451 -0.317 -0.006 -0.015
C 3.2332 2.2400 -0.9736 0.047 -0.092 0.143 -0.042
C 2.1643 1.6680 -0.2931 -0.014 0.480 0.070 -0.001
C 1.2959 0.9411 2.5745 -0.405 0.174 0.047 0.074
H 0.1007 -0.3765 5.5062 0.143 0.149 -0.134 0.134
H -2.0705 -0.0183 4.3065 0.284 0.093 -0.072 0.122
H -2.0806 1.0560 2.0581 0.198 0.017 0.302 0.117
H -0.8977 2.7869 0.8114 0.483 -0.172 0.002 0.110
H -0.3015 3.8004 -1.3011 0.394 0.103 0.224 0.117
H 1.6900 4.9916 -2.2903 0.001 -0.351 0.088 0.120
H 3.9827 4.0289 -1.9343 -0.343 -0.203 -0.024 0.124
H 4.1949 1.7203 -1.0154 -0.366 0.241 0.076 0.122
H 2.2697 0.7074 0.2162 0.058 0.376 -0.307 0.120
H 2.2478 1.1587 2.0987 -0.206 0.144 0.462 0.117
C -7.3256 -0.1462 -3.9159 -0.078 0.007 0.302 -0.148
C -7.1202 1.2032 -4.6228 0.355 0.031 -0.153 -0.145
C -6.0616 1.9626 -3.8033 -0.385 0.606 0.025 -0.156
N -5.4897 0.9794 -2.9094 0.464 -0.045 0.445 -0.102
C -4.4260 1.2515 -2.0915 -0.148 0.121 -0.229 -0.213
C -4.2132 2.5628 -1.6049 0.539 0.079 0.081 0.012
C -3.0769 2.8220 -0.8453 -0.512 -0.690 -0.444 -0.130
N -2.1698 1.8739 -0.5696 0.341 -0.093 -0.170 -0.007
C -2.3338 0.6324 -1.0411 -1.217 0.078 -0.198 -0.123
C -3.4792 0.2601 -1.7477 0.498 0.168 0.222 0.016
C -6.1494 -0.3102 -2.9417 0.149 -0.635 0.066 -0.154
H -8.2630 -0.1366 -3.3501 0.137 -0.092 -0.187 0.111
H -7.3435 -0.9831 -4.6159 -0.185 0.150 0.059 0.110
H -6.7283 1.0524 -5.6352 -0.254 0.036 0.162 0.112
H -8.0487 1.7771 -4.6781 0.179 -0.135 -0.146 0.111
H -5.2907 2.3977 -4.4605 -0.135 -0.106 0.279 0.129
H -6.5172 2.7908 -3.2392 0.012 -0.124 -0.151 0.113
H -4.9271 3.3572 -1.8095 0.210 -0.185 0.004 0.108
H -2.8939 3.8283 -0.4582 -0.030 -0.293 0.007 0.115
H -1.5378 -0.0960 -0.8427 -0.325 0.286 0.004 0.118
H -3.5977 -0.7600 -2.0986 0.046 0.163 0.053 0.106
H -6.5027 -0.5901 -1.9319 0.196 0.091 -0.335 0.130
H -5.4608 -1.1040 -3.2776 -0.192 0.190 0.037 0.114
```
Positions in Å, forces in eV/Å.

Results
HOMO   -10.66 eV
Energy above the lowest of the compared OMol25 structures with the same formula, charge and spin   0.325 eV
Net charge   +1
Calculated total energy   -28860.8505 eV
Frontier orbital gap   5.377 eV
Maximum force   1.61 eV/A

[2]
Here is a gas-phase ion, C2H4N3S2 (charge +1) from OMol25. Energies are from ωB97M-V/def2-TZVPD.

```
11
Properties=species:S:1:pos:R:3:forces:R:3:lowdin_spin:R:1
C 0.8466 0.5416 0.9815 0.831 0.926 -0.247 0.019
C -0.7341 -0.2301 -0.2223 -0.329 0.208 -1.377 0.416
N 0.4012 1.5317 0.2738 0.453 1.811 0.410 0.031
N -0.6086 1.0847 -0.4961 0.822 -3.134 1.462 0.040
N 0.2050 -0.6280 0.6355 0.236 3.036 0.405 0.031
S -2.0901 -1.7266 -0.9767 -1.432 -1.711 -0.828 1.399
S -1.4608 1.9635 -1.7291 0.591 0.516 0.398 0.003
H 1.6484 0.7597 1.6941 -0.344 -0.761 -0.278 0.002
H 0.4549 -1.5225 0.9873 -0.290 -0.818 0.167 0.000
H -1.3710 -2.6869 -0.3396 -0.101 0.377 -0.115 0.059
H -0.4708 2.9043 -1.8037 -0.437 -0.450 0.004 0.000
```
Positions in Å, forces in eV/Å.

Results
HOMO (spin up / spin down)   -11.77 / -13.84 eV
Energy above the lowest of the compared OMol25 structures with the same formula, charge and spin   0.309 eV
2S+1   3
Net charge   +1
Calculated total energy   -28267.3155 eV
Frontier orbital gap (spin up / spin down)   8.094 / 6.054 eV
<S²>   2.0061
Maximum force   3.55 eV/A

[3]
Here is C5H6N2O in the gas phase from OMol25. Energies are from ωB97M-V/def2-TZVPD.

```
14
Properties=species:S:1:pos:R:3:forces:R:3:lowdin_charge:R:1
C -2.8500 -0.6233 -0.3552 2.160 0.586 1.442 0.133
C -1.6533 -0.2534 -0.0726 -7.900 -3.237 -2.853 -0.116
C -0.3911 -0.6808 0.3399 4.079 -0.111 1.708 -0.259
O 0.4045 -1.9630 -0.0893 -1.205 3.065 0.520 -0.058
N 1.6388 -1.4932 -0.2537 3.301 0.535 -3.105 -0.011
C 1.9070 -0.1791 -0.3757 -3.077 -5.754 2.164 -0.058
C 0.7786 0.4081 0.3400 -2.139 2.830 2.524 -0.386
N 0.1036 1.6301 -0.1558 1.753 5.619 -3.857 -0.076
H -3.9939 -1.0352 -0.3736 3.620 1.657 -0.138 0.105
H -0.5025 -0.8988 1.3852 -0.350 -0.319 0.463 0.130
H 2.8887 0.0207 -0.7056 0.781 0.792 0.150 0.094
H 0.9189 0.4997 1.5724 0.401 0.457 -3.343 0.193
H 0.2685 1.8306 -1.3353 -0.619 -1.616 4.187 0.161
H 0.4824 2.7377 0.0794 -0.805 -4.504 0.136 0.148
```
Positions in Å, forces in eV/Å.

Results
HOMO   -8.97 eV
Energy above the lowest of the compared OMol25 structures with the same formula, charge and spin   8.217 eV
SMILES   C#C[C@H]1ON=C[C@H]1N
Calculated total energy   -10301.3860 eV
Frontier orbital gap   9.497 eV
Maximum force   9.00 eV/A

[4]
Here is a molecular structure, C29H48BiNP3S2 from OMol25. Energies are from ωB97M-V/def2-TZVPD.

```
84
Properties=species:S:1:pos:R:3:forces:R:3:lowdin_charge:R:1
Bi 3.2937 -0.8423 -1.4928 -2.660 0.589 0.960 1.770
P 2.2247 1.8587 -0.3642 1.030 0.902 0.764 0.796
P -2.1050 1.6298 1.3886 -0.373 0.016 0.433 0.771
P -1.4248 2.8116 -2.5242 0.185 -0.636 0.262 0.845
H 1.5533 -1.4805 -4.4194 0.073 -0.142 0.137 0.060
C 1.5365 -0.4105 -4.2441 -0.856 0.123 -1.231 -0.507
C 2.8061 0.0633 -3.5409 -0.691 -0.106 0.432 -0.437
H 3.6275 -0.1790 -4.2228 0.216 -0.144 0.301 0.069
C 3.7739 1.4060 0.5927 0.284 0.285 0.056 -0.332
C 1.3312 2.7551 1.0336 -0.412 -0.536 -0.153 -0.244
C 2.8476 3.3610 -1.2731 -0.079 -0.372 -0.343 -0.258
C -3.4614 0.4188 1.1509 -0.077 -0.024 -0.359 -0.294
C -1.4998 1.0573 3.0286 0.393 0.032 0.066 -0.297
C -3.0813 3.0828 1.9945 0.178 0.005 -0.305 -0.298
C -0.7857 3.3639 -4.1065 -0.080 0.123 -0.228 -0.204
C -1.2652 4.1471 -1.3413 -0.033 0.027 -0.083 -0.197
C -3.0870 2.1456 -2.5638 -0.349 0.199 -0.292 -0.181
H 1.5547 -0.0080 -5.2698 0.208 0.101 0.325 0.090
H 2.8515 1.1416 -3.3436 -0.157 -0.188 -0.069 0.013
H 4.2688 0.4404 0.3086 -0.143 0.772 0.428 -0.066
H 3.4953 1.3128 1.6605 0.379 0.050 -0.564 0.034
H 4.5047 2.2185 0.4261 -0.161 -0.511 0.416 0.060
H 1.2584 2.0904 1.9069 -0.042 0.143 -0.323 0.026
H 0.3109 3.0391 0.7272 0.457 -0.245 0.110 -0.019
H 1.8781 3.6656 1.3329 0.134 -0.436 -0.347 0.080
H 3.1088 3.0756 -2.3012 0.058 0.330 0.208 0.026
H 3.7425 3.7569 -0.7658 -0.394 -0.087 -0.209 0.060
H 2.0825 4.1539 -1.3095 0.258 -0.391 0.002 0.041
H -4.3677 0.7429 1.6699 0.067 -0.194 -0.068 0.054
H -3.1479 -0.5589 1.5319 -0.127 0.126 -0.141 0.035
H -3.6635 0.3224 0.0785 -0.196 -0.113 0.218 0.014
H -2.0438 1.5424 3.8477 0.082 -0.199 -0.133 0.060
H -0.4364 1.3007 3.1233 -0.178 -0.063 0.209 0.003
H -1.6102 -0.0304 3.1066 0.032 0.266 0.032 0.026
H -3.7889 2.7439 2.7651 0.178 0.219 -0.240 0.055
H -3.6288 3.5432 1.1607 0.020 -0.014 0.295 0.035
H -2.3941 3.8258 2.4228 -0.251 -0.109 -0.084 0.048
H -1.4064 4.1891 -4.4710 0.131 -0.094 -0.051 0.080
H -0.7741 2.5500 -4.8396 -0.185 0.153 0.187 0.044
H 0.2444 3.7231 -3.9864 -0.234 -0.005 0.095 0.067
H -1.8044 5.0010 -1.7454 -0.037 0.179 -0.019 0.082
H -0.2234 4.4220 -1.2038 0.094 0.063 -0.126 0.038
H -1.6836 3.8873 -0.3749 -0.122 -0.175 0.036 0.006
H -3.6860 2.7132 -3.2854 -0.099 -0.166 0.235 0.081
H -3.5383 2.1923 -1.5635 0.140 0.096 -0.275 0.053
H -3.0410 1.0929 -2.8707 0.007 0.274 -0.029 0.047
C -0.9535 -1.6409 -3.6572 -0.247 -1.181 -0.268 -0.538
C -2.2759 -1.8213 -4.1127 0.495 0.139 0.257 -0.094
C -2.8631 -3.0871 -4.0653 0.020 -0.058 0.461 -0.048
C -2.1267 -4.1720 -3.5753 0.080 0.018 -0.106 -0.051
C -0.7981 -4.0093 -3.1675 0.025 0.309 -0.104 -0.062
C -0.2144 -2.7448 -3.2078 -0.594 0.149 0.084 -0.132
S -0.2182 -0.0447 -3.7010 1.300 -0.126 0.099 0.910
H -0.7037 1.6352 -2.2318 0.225 0.794 0.557 -0.066
H -2.8328 -0.9655 -4.4903 0.080 -0.194 -0.023 0.103
H -3.9157 -3.2245 -4.3554 0.673 0.094 0.014 0.129
H -2.5839 -5.1579 -3.5254 0.085 0.207 -0.046 0.120
H -0.1916 -4.8456 -2.8193 -0.341 0.088 -0.099 0.117
H 0.8103 -2.5964 -2.8649 -0.195 -0.181 0.016 0.069
N 1.2925 -1.3581 0.1657 0.495 0.103 -0.295 -0.461
S 1.8861 -2.2233 1.3973 1.241 -0.144 1.180 0.972
C 1.9418 -1.2477 2.9483 0.028 0.128 -0.167 -0.373
C 3.1412 -0.6034 3.2838 -0.102 -0.391 -0.281 -0.116
C 3.2293 0.1058 4.4808 -0.019 -0.096 -0.299 -0.046
C 2.1309 0.1424 5.3440 0.090 0.234 -0.081 -0.029
C 0.9445 -0.5070 5.0143 0.119 -0.112 -0.184 -0.044
C 0.8470 -1.2025 3.8115 0.029 -0.182 -0.150 -0.097
C 0.8051 -3.5229 1.9458 -0.863 -1.049 -0.072 -0.432
C 1.1974 -4.2430 3.0918 0.148 0.601 -0.185 -0.083
C 0.3320 -5.1726 3.6546 0.118 0.191 -0.352 -0.033
C -0.8942 -5.4240 3.0315 -0.041 -0.052 -0.077 -0.037
C -1.2474 -4.7888 1.8401 0.310 0.040 -0.072 -0.047
C -0.3772 -3.8489 1.2717 0.143 0.492 0.223 -0.078
H 0.4671 -0.8327 0.4997 0.344 0.124 -0.972 0.014
H 4.0038 -0.7253 2.6214 -0.194 0.139 0.343 0.105
H 4.1628 0.6113 4.7280 -0.271 -0.175 0.073 0.126
H 2.2057 0.6975 6.2762 -0.010 -0.172 -0.125 0.127
H 0.0970 -0.4937 5.6950 0.166 0.031 -0.110 0.129
H -0.0528 -1.7596 3.5609 0.094 0.166 0.123 0.114
H 2.1608 -4.0175 3.5518 -0.272 -0.127 0.039 0.126
H 0.6242 -5.6844 4.5730 -0.152 0.082 -0.346 0.130
H -1.5676 -6.1501 3.4741 0.014 0.098 -0.061 0.123
H -2.1927 -5.0201 1.3405 0.393 0.051 0.225 0.122
H -0.6157 -3.3347 0.3383 -0.083 -0.157 0.242 0.097
```
Positions in Å, forces in eV/Å.

Results
HOMO   -15.59 eV
Energy above the lowest of the compared OMol25 structures with the same formula, charge and spin   0.000 eV
Net charge   +3
Calculated total energy   -87689.7538 eV
Frontier orbital gap   4.320 eV
Maximum force   2.89 eV/A

Q: Which of these has the lowest energy above the lowest of the compared OMol25 structures with the same formula, charge and spin?
A: C29H48BiNP3S2